No. 1
This record from the OMol25 dataset describes a cluster of 23 separate species, C27H36B2Cl66IO2P in total at a distorted geometry. The level of theory is ωB97M-V/def2-TZVPD.

Geometry as XYZ:
```
135
Properties=species:S:1:pos:R:3:forces:R:3
C 2.632 -2.392 -0.318 -0.2 -0.5 0.8
C 1.134 -2.537 0.073 0.2 0.4 0.4
P 0.002 -1.276 -0.726 0.5 -0.7 -1.9
C 0.901 0.301 -1.189 -0.2 0.8 1.1
C 1.154 1.336 -0.038 0.7 0.5 -0.8
B -1.588 -0.958 0.293 -0.8 0.2 0.1
I -1.618 -0.342 2.387 0.0 -0.2 -0.5
C -3.013 -1.179 -0.414 1.0 -0.5 0.6
B -3.664 0.187 -0.952 0.1 0.1 -0.1
O -3.409 0.581 -2.268 -0.6 0.1 1.5
O -4.426 0.956 -0.088 0.6 -0.3 -1.2
H 3.191 -3.089 0.339 -0.1 0.4 -0.3
H 2.842 -2.728 -1.349 -0.4 0.4 0.7
H 3.021 -1.375 -0.125 -0.1 -0.5 -0.3
H 0.986 -2.530 1.169 0.3 0.0 -0.4
H 0.814 -3.527 -0.294 -0.1 0.5 0.2
H 0.274 0.811 -1.948 0.1 -0.5 0.3
H 1.843 0.051 -1.710 -0.5 -0.1 0.3
H 2.166 1.255 0.404 -0.6 -0.3 0.0
H 0.383 1.350 0.744 0.4 -0.3 -0.2
H 1.133 2.344 -0.497 0.1 -0.4 0.3
H -2.862 -1.880 -1.261 -0.1 0.4 0.4
H -3.634 -1.688 0.355 0.0 0.4 -0.5
H -2.724 0.015 -2.623 0.1 -0.2 -0.3
H -4.370 0.547 0.778 -0.2 0.1 0.4
C -2.091 3.417 4.828 0.0 0.1 0.0
Cl -1.766 1.733 5.248 -0.2 0.4 0.1
Cl -0.896 4.485 5.576 0.0 0.0 0.0
Cl -2.088 3.622 3.071 -0.1 0.0 0.2
H -3.084 3.687 5.221 1.3 -0.1 -0.3
C -1.872 4.623 -0.936 0.0 0.0 -0.1
Cl -1.543 2.944 -0.503 -0.2 0.2 0.0
Cl -0.693 5.698 -0.176 0.4 -0.4 0.0
Cl -1.868 4.834 -2.688 -0.1 0.0 0.4
H -2.858 4.881 -0.564 0.0 0.0 0.0
C 0.557 -0.089 8.230 -0.1 0.1 0.1
Cl 0.662 1.671 8.305 0.0 -0.1 0.0
Cl -0.248 -0.737 9.660 0.1 0.1 0.0
Cl -0.296 -0.602 6.771 0.1 -0.2 0.0
H 1.562 -0.490 8.195 0.0 0.0 0.0
C 5.381 -2.175 -3.300 -0.1 -0.1 0.0
Cl 5.777 -2.902 -4.862 0.0 0.1 0.1
Cl 3.723 -1.568 -3.296 0.2 0.2 -0.4
Cl 5.607 -3.342 -1.994 0.1 0.0 -0.1
H 6.053 -1.341 -3.133 0.0 0.0 0.0
C -0.897 6.256 -6.230 0.0 0.2 0.4
Cl -1.311 7.959 -6.440 0.0 -0.1 0.0
Cl 0.434 6.082 -5.081 0.0 0.0 -0.1
Cl -2.305 5.329 -5.687 0.1 0.1 -0.3
H -0.575 5.865 -7.181 0.0 0.0 0.0
C -0.660 -5.715 -2.796 -0.1 0.1 0.0
Cl -0.607 -5.511 -4.550 0.0 0.0 0.1
Cl 0.868 -6.374 -2.199 0.0 0.0 0.0
Cl -1.024 -4.179 -2.001 0.0 -0.2 -0.3
H -1.449 -6.419 -2.560 0.1 0.0 0.0
C -3.876 6.559 7.862 0.0 0.0 0.0
Cl -4.712 7.995 7.258 0.1 0.0 0.0
Cl -4.385 6.189 9.511 0.1 0.0 -0.1
Cl -4.161 5.178 6.797 -0.1 0.4 0.4
H -2.812 6.765 7.872 0.0 0.0 0.0
C -6.276 2.004 4.153 0.1 -0.3 -0.2
Cl -5.972 0.312 4.573 0.2 0.1 0.0
Cl -5.026 3.043 4.848 -1.0 -0.4 -0.3
Cl -6.339 2.213 2.407 0.0 0.0 0.0
H -7.235 2.302 4.569 0.5 -0.2 -0.3
C 3.564 8.163 -3.156 0.1 0.0 -0.1
Cl 3.861 6.466 -2.764 -0.1 0.1 0.0
Cl 4.718 9.208 -2.320 -0.1 0.0 0.0
Cl 3.638 8.421 -4.901 0.0 0.0 0.1
H 2.567 8.419 -2.818 0.0 0.0 0.0
C 6.594 -7.118 -0.615 -0.1 0.3 0.2
Cl 7.175 -5.936 0.563 0.0 0.0 -0.1
Cl 4.919 -6.785 -1.056 0.0 -0.1 0.0
Cl 7.618 -7.114 -2.057 0.0 -0.1 0.0
H 6.644 -8.105 -0.167 0.0 0.4 -0.1
C -8.633 5.570 5.191 0.1 0.2 -0.1
Cl -8.341 3.877 5.617 -0.4 0.4 0.4
Cl -7.391 6.604 5.897 -0.2 -0.1 -0.1
Cl -8.690 5.766 3.437 0.0 0.0 0.1
H -9.593 5.861 5.598 0.0 -0.1 0.0
C -1.611 -3.870 5.182 -0.1 -0.2 -0.1
Cl -1.258 -4.525 3.577 -0.1 0.1 0.0
Cl -3.263 -3.248 5.248 0.1 0.0 0.0
Cl -1.357 -5.093 6.432 0.0 0.2 -0.2
H -0.932 -3.048 5.369 0.0 0.0 0.0
C -2.848 9.073 1.052 -0.2 0.0 0.1
Cl -3.693 10.498 0.444 0.1 0.0 0.1
Cl -3.417 8.662 2.673 0.1 0.0 0.0
Cl -3.040 7.690 -0.039 -0.3 0.5 0.1
H -1.792 9.309 1.113 0.0 0.0 0.0
C -1.226 -5.541 10.548 -0.1 0.1 -0.1
Cl -0.990 -3.856 10.071 0.0 -0.2 0.0
Cl -2.833 -5.768 11.245 0.1 0.0 0.0
Cl -0.986 -6.636 9.179 0.1 0.0 0.3
H -0.491 -5.783 11.306 0.0 0.0 0.0
C -6.678 9.493 -2.794 0.2 0.0 -0.1
Cl -6.649 9.689 -4.550 0.0 0.0 0.1
Cl -5.136 8.867 -2.208 -0.3 0.0 -0.2
Cl -7.068 11.025 -2.003 0.0 -0.1 0.0
H -7.452 8.777 -2.546 0.0 0.0 0.0
C 8.369 -5.334 -5.353 0.0 0.0 -0.1
Cl 9.013 -6.981 -5.331 0.0 0.1 0.0
Cl 9.679 -4.153 -5.244 0.0 0.0 0.1
Cl 7.407 -5.063 -6.809 0.1 0.0 0.0
H 7.725 -5.208 -4.490 0.0 0.0 0.0
C 6.831 -10.651 -2.617 0.0 -0.1 -0.2
Cl 7.892 -12.053 -2.775 0.0 0.1 0.0
Cl 5.329 -10.907 -3.507 0.0 0.0 0.1
Cl 6.495 -10.302 -0.918 0.0 -0.5 0.0
H 7.337 -9.790 -3.039 0.0 0.0 0.0
C -9.853 -0.431 2.781 0.0 0.1 -0.1
Cl -9.229 0.746 3.943 -0.4 -0.1 0.0
Cl -11.563 -0.133 2.451 0.1 0.0 0.0
Cl -8.913 -0.391 1.287 0.0 0.0 0.1
H -9.758 -1.419 3.216 0.0 0.1 0.0
C -3.526 5.869 -9.681 0.0 0.2 -0.1
Cl -3.512 6.071 -11.435 0.0 -0.1 0.1
Cl -1.975 5.225 -9.119 -0.2 -0.1 -0.3
Cl -3.908 7.394 -8.883 0.0 -0.1 0.0
H -4.299 5.152 -9.428 0.1 0.0 0.0
C 12.367 -1.238 -6.507 0.1 0.1 0.0
Cl 12.412 -0.971 -8.253 0.0 0.0 0.1
Cl 13.917 -1.861 -5.932 -0.1 0.0 0.0
Cl 11.941 0.252 -5.660 0.0 -0.1 0.0
H 11.604 -1.979 -6.297 0.1 0.1 0.0
C 5.409 -9.258 -7.077 0.1 0.1 0.0
Cl 5.445 -8.995 -8.823 0.0 0.0 0.1
Cl 6.961 -9.884 -6.512 0.0 0.0 -0.1
Cl 4.993 -7.765 -6.230 0.0 -0.1 0.0
H 4.646 -9.995 -6.860 0.0 0.0 0.0
C 2.297 -6.805 3.532 0.1 0.1 0.0
Cl 2.278 -6.564 1.782 0.0 0.0 0.1
Cl 3.840 -7.492 4.050 -0.1 0.0 0.0
Cl 1.976 -5.286 4.373 0.2 -0.1 0.0
H 1.510 -7.505 3.787 0.0 0.0 0.0
```
Positions in Å, forces in eV/Å.

The value obtained for the energy relative to the best compared isomer or geometry (same formula, charge and spin) is 23.7 kcal/mol. Its spin multiplicity is 1.

Atomic partial charges in e from the Löwdin method, atoms 1 to 2:
1. C -0.198
2. C -0.434

---

No. 2
This record from the OMol25 dataset describes a structure of composition C42H50Cl2OP4Zr at a distorted geometry. The level of theory is ωB97M-V/def2-TZVPD.

Geometry as XYZ:
```
100
Properties=species:S:1:pos:R:3:forces:R:3
P -4.214 -0.599 -4.285 -1.3 -0.2 -1.5
C -5.550 0.610 -4.716 -0.1 0.5 0.4
C -5.771 1.133 -6.001 -0.1 -0.1 0.3
H -5.112 0.867 -6.827 -0.2 0.1 0.2
C -6.855 1.984 -6.235 0.1 -0.1 0.2
H -7.018 2.374 -7.243 0.0 -0.1 0.4
C -7.713 2.330 -5.187 0.1 -0.1 0.0
H -8.551 3.002 -5.374 0.2 -0.2 0.1
C -7.495 1.820 -3.901 0.0 0.0 -0.1
H -8.170 2.084 -3.084 0.2 -0.1 -0.3
C -6.414 0.973 -3.661 0.1 0.0 -0.6
H -6.242 0.568 -2.664 -0.1 0.1 -0.1
C -3.281 -0.563 -5.880 0.5 0.2 0.1
C -2.309 0.451 -6.008 -0.2 -0.5 -0.3
H -2.124 1.124 -5.170 0.0 -0.1 -0.1
C -1.623 0.614 -7.210 0.0 -0.1 0.0
H -0.888 1.413 -7.309 -0.2 -0.2 0.0
C -1.881 -0.242 -8.287 0.0 0.0 0.1
H -1.335 -0.122 -9.223 -0.2 0.0 0.3
C -2.834 -1.254 -8.165 0.0 0.1 0.2
H -3.045 -1.926 -8.999 0.1 0.3 0.2
C -3.533 -1.417 -6.966 0.1 0.2 0.1
H -4.286 -2.200 -6.885 0.2 0.2 0.0
C -5.169 -2.161 -4.553 0.2 -0.4 0.5
C -6.436 -2.223 -5.157 0.3 -0.1 0.1
H -6.947 -1.309 -5.463 0.2 -0.3 0.1
C -7.046 -3.459 -5.386 0.2 0.0 0.2
H -8.030 -3.488 -5.860 0.3 -0.1 0.2
C -6.399 -4.638 -5.006 0.1 0.2 0.0
H -6.881 -5.601 -5.184 0.2 0.3 0.1
C -5.141 -4.584 -4.393 -0.1 0.0 0.0
H -4.633 -5.506 -4.105 -0.2 0.2 -0.1
C -4.535 -3.353 -4.146 -0.6 0.2 -0.4
H -3.567 -3.308 -3.644 -0.2 -0.1 -0.1
Zr -0.314 0.082 0.000 1.1 0.6 3.5
C 1.249 -1.321 -0.955 -0.3 -0.5 -0.8
C 1.094 -1.658 -2.248 0.1 -0.1 0.6
H 2.164 -1.630 -0.427 -0.4 0.2 -0.3
C -0.186 -1.306 -2.987 0.3 -0.9 -0.7
O -0.700 -2.541 -3.542 0.0 1.1 0.5
H -1.579 -2.379 -3.929 0.3 0.0 -0.1
C -1.217 -0.643 -2.101 -2.7 0.7 0.5
H 0.076 -0.619 -3.818 -0.5 0.0 0.3
C -2.359 -0.269 -1.727 3.2 -1.7 -2.2
Cl 1.717 0.289 1.406 -0.4 0.2 -0.4
Cl -1.857 1.817 0.776 -0.1 -0.2 -0.5
P 0.814 2.291 -0.931 0.3 1.3 -0.1
C 1.338 3.513 0.326 -0.1 -0.2 0.3
H 2.130 3.089 0.954 -0.2 0.1 -0.2
H 0.490 3.772 0.972 0.1 0.0 -0.2
H 1.703 4.421 -0.174 -0.1 -0.3 0.1
C 2.307 2.133 -1.945 0.2 -0.4 -0.2
H 2.097 1.485 -2.803 0.1 0.1 0.0
H 3.106 1.673 -1.354 -0.1 0.1 -0.1
H 2.624 3.121 -2.301 0.0 -0.2 0.1
C -0.284 3.294 -1.979 -0.2 -0.1 -0.2
H -1.186 3.564 -1.420 0.2 0.0 -0.1
H -0.588 2.714 -2.857 0.0 0.2 0.1
H 0.241 4.202 -2.303 -0.1 -0.2 0.1
P 2.359 -2.618 -3.117 -0.5 0.3 -0.1
C 3.946 -2.419 -2.313 0.2 0.1 0.1
C 2.459 -1.988 -4.791 0.2 -0.1 -0.2
H 3.887 -2.717 -1.259 0.0 0.0 -0.3
H 4.282 -1.376 -2.363 -0.1 -0.2 0.0
H 4.680 -3.056 -2.827 -0.2 0.1 0.1
H 1.465 -1.996 -5.255 0.2 -0.1 0.1
H 3.140 -2.632 -5.362 -0.2 0.2 0.0
H 2.847 -0.962 -4.785 0.0 -0.2 0.0
C 1.891 -4.344 -3.146 0.0 -0.2 0.0
H 1.981 -4.768 -2.140 0.0 0.1 -0.1
H 2.541 -4.894 -3.837 -0.1 0.1 0.1
H 0.845 -4.408 -3.463 0.2 0.0 0.0
H -3.433 -0.140 -1.839 0.2 0.5 0.7
C -2.825 -0.698 2.974 -0.3 0.0 -0.4
P -1.037 -0.751 2.604 -0.3 -0.6 1.5
C -0.412 0.087 4.124 0.1 1.1 -0.4
C -0.492 -0.491 5.399 0.0 -0.2 -0.1
C 0.022 0.183 6.510 -0.1 0.2 -0.2
C 0.575 1.460 6.370 0.0 -0.1 -0.3
C 0.576 2.077 5.114 -0.2 0.0 0.1
C 0.048 1.413 4.006 0.2 -0.3 0.1
C -0.691 -2.508 3.014 0.4 -0.5 -0.9
C -1.553 -3.492 2.488 0.1 0.2 0.3
C -1.367 -4.833 2.819 0.2 -0.2 0.0
C -0.295 -5.222 3.637 -0.1 0.5 -0.1
C 0.609 -4.253 4.092 -0.1 -0.1 -0.3
C 0.446 -2.910 3.738 -0.2 -0.1 0.0
H -3.361 -1.218 2.174 -0.2 0.1 0.2
H -3.173 0.340 3.018 0.1 -0.2 0.0
H -3.018 -1.193 3.933 0.1 0.1 -0.3
H -0.954 -1.476 5.538 0.3 0.4 -0.1
H -0.016 -0.292 7.489 0.0 0.1 -0.2
H 0.985 1.983 7.237 -0.1 -0.2 -0.3
H 0.974 3.088 4.996 -0.2 -0.3 0.1
H 0.003 1.913 3.034 0.2 -0.2 0.4
H -2.380 -3.199 1.828 0.3 -0.2 0.4
H -2.060 -5.589 2.432 0.3 0.3 0.2
H -0.161 -6.271 3.906 -0.1 0.3 -0.1
H 1.449 -4.547 4.723 -0.2 0.1 -0.2
H 1.195 -2.171 4.036 -0.4 -0.2 0.1
```
Positions in Å, forces in eV/Å.

Its spin multiplicity is 1. The charge is +2.

Atomic partial charges in e from the Löwdin method, atoms 1 to 2:
1. P 1.103
2. C -0.385

---

No. 3
This record from the OMol25 dataset describes a cluster of 11 separate species, CH23NO12 in total at a distorted geometry. The level of theory is ωB97M-V/def2-TZVPD.

Geometry as XYZ:
```
37
Properties=species:S:1:pos:R:3:forces:R:3
N -0.852 -0.203 0.549 2.0 2.2 2.8
H -0.396 0.718 0.835 -0.9 -1.6 0.0
H -0.673 -0.997 1.124 -0.3 -0.5 2.1
H -0.265 -0.532 -0.123 1.6 -0.6 -4.4
H -1.794 -0.085 0.352 -2.4 0.3 -1.1
C 3.163 -0.141 -1.091 3.2 -4.2 -3.2
O 3.732 -1.192 -1.617 -1.8 1.7 1.3
O 3.954 0.381 -0.100 -1.7 2.9 1.4
O 2.093 0.366 -1.431 -0.3 0.8 1.6
H 4.747 -0.078 0.126 0.5 -1.1 -0.7
O -2.333 2.228 1.343 -0.1 2.2 -2.8
H -1.985 2.180 2.202 0.7 0.2 2.0
H -2.136 3.181 1.024 -0.5 -2.4 0.9
O -2.822 1.223 -2.313 -0.8 -0.4 -0.2
H -2.456 0.526 -2.916 0.4 1.4 1.5
H -2.254 1.663 -1.635 0.3 -1.2 -1.6
O 1.301 -2.424 -0.093 -0.2 1.5 -0.3
H 1.906 -1.734 -0.454 -0.6 -0.1 -0.6
H 1.969 -3.020 0.174 1.2 -1.5 0.5
O -0.566 2.267 -1.214 0.2 -2.2 -2.6
H 0.283 2.410 -1.651 0.1 -0.9 -0.8
H -0.414 2.865 -0.567 0.2 3.2 3.9
O 1.939 0.577 1.776 -2.8 0.3 2.1
H 2.652 0.786 2.357 0.9 0.1 0.3
H 2.271 0.449 0.925 1.5 -0.1 -2.3
O -0.489 -2.288 -2.221 -3.2 -0.9 1.6
H 0.054 -2.778 -1.578 0.3 0.3 -0.3
H -1.443 -2.516 -1.860 2.7 0.7 -1.3
O -0.121 -3.549 2.068 3.2 0.6 1.2
H 0.354 -3.438 1.236 -1.0 0.0 -0.9
H 0.769 -3.392 2.564 -2.6 -0.5 -0.1
O -4.232 -1.085 -0.358 3.2 -2.1 -1.7
H -4.968 -0.697 -0.023 -3.4 2.0 1.8
H -4.538 -1.441 -1.201 0.3 0.1 0.0
O 0.881 3.411 1.136 -3.0 4.9 -1.5
H 1.678 3.813 1.369 1.9 1.1 0.5
H 0.992 2.552 1.273 1.1 -6.0 1.0
```
Positions in Å, forces in eV/Å.

The value obtained for the energy relative to the best compared isomer or geometry (same formula, charge and spin) is 56.1 kcal/mol. Its spin multiplicity is 1.

Atomic partial charges in e from the Löwdin method, atoms 1 to 2:
1. N 0.364
2. H 0.137

---

Calculated orbital gap, 6.98, 5.61, 8.07 eV (same order as the records).
Calculated highest occupied orbital energy, -0.2748, -0.4614, -0.3044 Ha (same order as the records).
Calculated LUMO, -0.50, -6.94, -0.21 eV (same order as the records).